Version one
# C5H7NO

The molecule C5H7NO (ωB97M-V with the def2-TZVPD basis set, OMol25).

```
14
Properties=species:S:1:pos:R:3:mulliken_charge:R:1
N -0.07 -1.83 1.90 -0.726
C -0.01 -0.99 0.94 0.404
O -0.85 -1.20 -0.19 -0.421
C -0.35 -0.51 -1.33 -0.442
C 0.56 0.74 -0.77 -0.219
C -0.18 1.56 0.25 -0.602
C 0.73 0.40 0.70 -0.088
H -0.76 -2.56 1.65 0.298
H -1.20 -0.24 -1.98 0.298
H 0.34 -1.18 -1.86 0.307
H 1.38 1.19 -1.38 0.332
H -1.24 1.37 0.25 0.201
H 0.05 2.60 0.52 0.270
H 1.62 0.65 1.30 0.389
```

Output
Total charge: 0
LUMO level (Eh): 0.038
Gap between HOMO and LUMO (hartree): 0.400
SMILES: [H]/N=C1\OC[C@H]2C[C@@H]12
2S+1: 1

Version two
# C5H7NO

C5H7NO as an isolated structure (ωB97M-V with the def2-TZVPD basis set, OMol25).

```
14
Properties=species:S:1:pos:R:3:mulliken_charge:R:1
O 1.81 -0.63 -0.90 -0.554
C 1.19 -0.17 0.26 -0.239
C 0.44 1.14 0.27 -0.213
C -0.96 0.86 -0.18 0.012
C -1.09 -0.62 -0.48 -0.994
C -0.16 -0.76 0.72 0.115
N -0.58 0.63 1.24 -0.626
H 1.20 -0.47 -1.64 0.338
H 1.93 -0.22 1.06 0.402
H 0.83 2.15 0.35 0.392
H -1.64 1.67 -0.45 0.403
H -0.73 -1.02 -1.44 0.197
H -2.10 -0.98 -0.30 0.307
H -0.22 -1.62 1.40 0.461
```

Output
Total charge: 0
LUMO level (Eh): 0.032
Gap between HOMO and LUMO (hartree): 0.392
2S+1: 1

Version three
# C5H7NO

The molecule C5H7NO (ωB97M-V with the def2-TZVPD basis set, OMol25).

```
14
Properties=species:S:1:pos:R:3:mulliken_charge:R:1
O 2.62 -1.65 -0.34 -0.522
C 2.54 -0.24 -0.36 -0.640
C 1.16 0.25 -0.25 0.809
C 0.01 0.61 -0.13 -0.389
C -1.37 1.01 0.01 -0.244
C -2.43 -0.02 -0.15 -0.391
N -2.15 0.54 1.16 -0.587
H 2.18 -1.96 0.47 0.314
H 3.16 0.21 0.43 0.273
H 2.96 0.07 -1.32 0.284
H -1.59 2.04 -0.28 0.319
H -2.10 -1.03 -0.38 0.253
H -3.39 0.26 -0.58 0.249
H -1.59 -0.10 1.72 0.272
```

Output
Total charge: 0
LUMO level (Eh): 0.029
Gap between HOMO and LUMO (hartree): 0.369
SMILES: OCC#C[C@H]1CN1
2S+1: 1

Version four
# C5H7NO

A 2-piece molecular cluster, C5H7NO overall (ωB97M-V with the def2-TZVPD basis set, OMol25).

```
14
Properties=species:S:1:pos:R:3:mulliken_charge:R:1
C 0.27 -0.16 2.25 -0.135
C 0.31 -0.46 0.90 0.393
C -0.77 0.24 1.38 -0.781
C 0.13 -0.96 -1.51 -1.018
C 1.10 -0.90 -0.27 -0.229
N -0.66 2.34 0.33 -0.176
O -1.83 2.79 0.23 -0.229
H 0.73 -0.42 3.13 0.460
H 0.40 -1.39 -2.50 0.326
H -0.23 0.01 -1.43 0.278
H -0.62 -1.73 -1.22 0.252
H 1.82 -0.16 -0.63 0.250
H 1.60 -1.87 0.04 0.274
H -2.23 2.65 -0.69 0.334
```

Output
Total charge: 0
LUMO level (alpha / beta) (Eh): 0.018 / 0.017
Gap between HOMO and LUMO (alpha / beta) (hartree): 0.313 / 0.304
2S+1: 1

Least stable of them? version four.

Version one
# C5H7NO

C5H7NO as an isolated structure (ωB97M-V with the def2-TZVPD basis set, OMol25).

```
14
Properties=species:S:1:pos:R:3:mulliken_charge:R:1
O 2.62 0.36 -0.12 -0.431
C 1.68 0.63 -0.84 -0.343
C 0.31 0.13 -0.24 0.450
C -0.94 -0.53 -0.84 -0.339
N -1.33 -0.45 0.62 -0.481
C -0.72 0.93 0.61 -0.350
C 0.06 -0.94 0.91 -0.352
H 1.96 1.19 -1.78 0.327
H -1.57 0.07 -1.50 0.263
H -0.85 -1.56 -1.18 0.254
H -1.32 1.69 0.10 0.262
H -0.42 1.25 1.61 0.255
H 0.35 -0.75 1.95 0.236
H 0.16 -2.02 0.71 0.248
```

Output
Total charge: 0
LUMO level (Eh): 0.029
Gap between HOMO and LUMO (hartree): 0.364
2S+1: 1

Version two
# C5H7NO

The molecule C5H7NO (ωB97M-V with the def2-TZVPD basis set, OMol25).

```
14
Properties=species:S:1:pos:R:3:mulliken_charge:R:1
C 1.79 0.58 -0.01 -1.415
C 0.34 0.43 0.46 0.657
C -0.71 0.48 -0.66 -0.548
C -1.61 -0.70 -0.36 0.284
O -2.63 -1.07 -0.87 -0.550
C 0.14 -0.87 1.24 -0.592
N -0.96 -1.39 0.72 0.044
H 2.48 0.43 0.82 0.368
H 1.96 1.58 -0.44 0.344
H 2.03 -0.16 -0.79 0.376
H 0.14 1.22 1.19 0.256
H -1.31 1.39 -0.70 0.286
H -0.28 0.33 -1.66 0.277
H -1.38 -2.25 1.05 0.214
```

Output
Total charge: 0
LUMO level (Eh): 0.020
Gap between HOMO and LUMO (hartree): 0.344
2S+1: 1

Least stable of them? version one.